ORCA calculation (ωB97M-V with the def2-TZVPD basis set) on the molecule C7H8.

Geometry as XYZ:
```
15
Properties=species:S:1:pos:R:3:forces:R:3:mulliken_charge:R:1
C -0.91849 0.64561 1.65329 0.0 0.1 0.0 -1.282
C -0.25119 0.21874 0.39105 -0.2 0.2 0.2 0.485
C 0.31765 0.92530 -0.86732 0.0 0.4 0.0 -0.432
C 0.08361 -0.34563 -1.64632 -0.2 -0.1 -0.4 -0.497
C 1.39283 -0.17397 -0.93902 0.3 0.1 -0.1 -0.523
C 0.81004 -0.83545 0.32302 0.1 -0.2 0.2 -0.371
C -0.54880 -1.01716 -0.41181 -0.2 -0.2 0.0 -0.542
H -1.11933 -0.24321 2.26728 0.0 0.2 -0.1 0.313
H -0.27537 1.31114 2.23930 -0.1 0.0 -0.1 0.299
H -1.87225 1.14554 1.46291 0.1 0.0 0.1 0.323
H 0.16462 1.94593 -1.20809 0.5 -0.1 0.0 0.444
H -0.03520 -0.47635 -2.71386 -0.2 0.0 0.1 0.459
H 2.38325 -0.28633 -1.37111 -0.2 0.4 0.0 0.420
H 1.34873 -1.23393 1.18266 -0.4 -0.3 -0.3 0.448
H -1.48010 -1.58024 -0.36198 0.6 -0.3 0.3 0.456
```
Forces are in eV/Å.

The HOMO-LUMO gap is 9.78 eV. The value obtained for the maximum force is 0.7 eV Å⁻¹. As for the HOMO energy: -8.56 eV. The total energy comes out at -7383.8071 eV.


ORCA calculation (ωB97M-V with the def2-TZVPD basis set) on a structure of composition C48H45CuN3O3P2S2Te.

Geometry as XYZ:
```
105
Properties=species:S:1:pos:R:3:forces:R:3:mulliken_charge:R:1
Cu 0.07391 1.64265 -0.17822 0.1 -0.5 1.1 -0.541
Te -3.59725 0.20532 1.83378 1.0 -0.6 0.0 0.335
C -3.74200 -1.22040 3.41855 -0.7 -0.3 0.4 0.510
C -4.43019 -0.87607 4.61302 0.8 -0.1 -0.5 -0.519
C -4.55635 -1.82231 5.62038 0.1 -0.5 -0.1 -0.353
N -4.06848 -3.07851 5.52726 -0.3 0.7 -0.1 -0.676
C -3.45525 -3.39235 4.38486 0.0 -0.4 0.1 -0.375
C -3.27425 -2.53604 3.30796 0.0 0.4 0.0 0.276
C -1.72632 -0.29804 0.97395 -2.2 -1.4 0.8 -1.036
P -0.15135 0.00763 1.67616 0.4 2.4 -1.6 0.991
C 0.91549 -1.42683 1.53589 0.3 -1.1 0.8 0.263
C 0.51269 -2.61761 2.15367 0.6 -0.8 -0.2 0.011
C 1.38857 -3.72766 2.15579 -0.5 0.4 0.0 -0.828
C 2.63877 -3.63783 1.53525 -0.1 0.2 0.3 -0.761
C 3.05804 -2.41798 0.97197 0.0 -0.7 0.0 -0.424
C 2.19582 -1.33020 0.94687 -0.5 0.3 0.2 -0.027
C -0.39141 0.31720 3.42393 -0.2 -0.2 0.9 0.789
C -1.30435 1.31949 3.82570 0.4 0.1 -0.5 0.190
C -1.66778 1.42732 5.16723 -0.2 -0.1 0.3 -0.598
C -1.19323 0.50007 6.10240 0.2 -0.3 -0.1 -0.450
C -0.23841 -0.46525 5.70729 -0.3 0.6 0.6 -0.624
C 0.22464 -0.49580 4.40187 -0.6 0.5 -0.3 -0.787
P -1.78985 -0.38215 -0.80797 0.9 3.5 0.0 1.494
C -0.52551 -1.49356 -1.41614 0.1 -0.6 -0.8 0.688
C 0.37970 -0.98512 -2.38807 -0.4 -0.8 0.9 -0.210
C 1.34729 -1.83153 -2.91695 -0.2 -0.3 0.3 -0.570
C 1.42154 -3.16508 -2.48835 -0.4 0.4 0.0 -0.958
C 0.50141 -3.64898 -1.55604 0.0 -0.8 0.4 -0.535
C -0.49407 -2.82742 -1.02590 0.9 -0.1 -0.5 -0.217
C -3.35778 -1.07550 -1.26804 -0.8 -0.3 -0.2 0.714
C -3.75035 -2.30563 -0.75020 -0.5 -0.6 -0.5 0.054
C -4.89718 -2.91720 -1.26611 -0.2 0.0 0.4 -0.942
C -5.69309 -2.26662 -2.21796 0.6 0.2 0.0 -0.628
C -5.28711 -1.02466 -2.73609 -0.1 0.0 0.7 -0.690
C -4.14908 -0.38921 -2.21597 0.1 -1.1 -0.1 -0.376
H -4.76910 0.15077 4.78406 0.0 -0.4 -0.2 0.257
H -5.08906 -1.57843 6.55105 0.3 -0.1 -0.4 0.325
H -3.10814 -4.43086 4.31837 0.0 0.3 0.0 0.334
H -2.76843 -2.89763 2.39967 -0.2 0.3 0.4 -0.085
H -0.49214 -2.68964 2.61766 0.8 0.1 -0.3 0.304
H 1.08507 -4.65377 2.66111 0.1 0.3 -0.3 0.354
H 3.28144 -4.53014 1.53022 -0.2 0.5 0.0 0.299
H 4.06419 -2.33670 0.55270 -0.3 0.0 0.0 0.487
H 2.47336 -0.38954 0.44821 -0.1 -0.5 0.3 -0.048
H -1.67476 2.01344 3.03727 0.3 -0.6 1.0 -0.385
H -2.38454 2.19400 5.50141 0.4 -0.3 -0.3 0.393
H -1.55840 0.52191 7.14522 0.3 0.0 -0.7 0.329
H 0.12371 -1.19486 6.43762 0.0 0.3 -0.2 0.380
H 1.03449 -1.14645 4.09667 -0.2 -0.2 0.2 0.557
H 0.32219 0.06620 -2.66777 0.0 -0.3 0.1 -0.094
H 2.05053 -1.44919 -3.64437 0.1 0.0 0.0 0.412
H 2.18612 -3.81575 -2.89978 0.0 0.0 0.1 0.361
H 0.56013 -4.69692 -1.20140 0.1 0.7 -0.4 0.341
H -1.21128 -3.21053 -0.29707 0.4 0.1 -0.2 -0.003
H -3.13627 -2.79569 0.03060 -0.6 0.4 -0.6 -0.255
H -5.19409 -3.90956 -0.90819 0.0 0.4 -0.1 0.386
H -6.61696 -2.74548 -2.53609 0.2 0.1 -0.2 0.372
H -5.87513 -0.52508 -3.50454 0.0 -0.1 0.2 0.382
H -3.83914 0.59803 -2.58033 0.0 -0.4 0.2 0.124
S -1.10804 3.32041 0.88911 -1.8 0.6 -0.9 -0.311
C -2.58037 3.43524 0.00925 0.9 -0.2 1.5 0.122
N -3.76990 3.34405 0.64943 -0.4 1.0 -0.8 -0.103
C -4.99973 3.55742 -0.14960 -0.2 0.0 0.5 -0.604
C -4.58083 4.04263 -1.55466 -0.2 0.0 0.1 -0.579
S -2.79776 3.69523 -1.70569 0.1 -0.3 -0.1 0.050
H -3.77981 3.47946 1.65700 0.1 -0.4 -0.4 0.314
H -5.66874 4.30273 0.35157 0.6 -0.6 -0.4 0.379
H -5.54158 2.60165 -0.20707 0.1 0.2 0.0 0.218
H -4.73951 5.12367 -1.65974 0.0 -0.3 0.0 0.366
H -5.12741 3.50967 -2.36372 0.4 0.4 0.6 0.298
O -0.39081 2.61530 -1.85301 0.4 0.8 -3.1 0.106
N 0.01007 2.62590 -3.13722 -1.3 0.6 2.7 -0.050
C 1.08823 3.41097 -3.45193 -1.0 -1.3 -0.6 -0.184
C 1.48988 3.37197 -4.76923 0.7 0.4 -0.8 -0.703
C 0.83428 2.63428 -5.77247 -0.7 -0.2 1.9 -0.508
C -0.33020 1.95115 -5.34901 0.2 0.1 -0.8 -0.741
C -0.77929 1.96739 -4.04681 1.2 0.6 0.4 0.229
H 1.57754 3.94251 -2.63218 -0.3 -0.4 -0.1 0.692
H 2.37449 3.96762 -5.00223 -0.2 -0.2 -0.1 0.396
H 1.21388 2.57371 -6.78362 -0.1 0.1 0.1 0.419
H -0.94098 1.39584 -6.04315 0.1 -0.1 -0.3 0.425
H -1.68450 1.48941 -3.64330 0.7 0.2 -0.1 0.165
C 7.89083 -0.89786 -1.01261 0.0 -0.4 0.1 -1.590
C 6.62840 -0.08371 -0.96308 -0.3 0.1 -0.2 0.553
C 6.11730 0.40322 0.23432 0.5 -0.4 -0.3 -0.882
C 4.95873 1.16192 0.27739 0.0 -0.2 0.2 1.525
C 4.53146 1.64836 1.64123 -0.5 0.0 0.0 -1.569
C 4.27336 1.40651 -0.90467 -0.8 0.5 -0.1 0.526
C 4.79427 0.98286 -2.14604 -0.4 0.3 0.6 0.974
C 4.17077 1.37021 -3.46006 -0.2 -0.1 -0.2 -0.948
C 5.94697 0.22804 -2.14886 0.4 -0.1 0.4 -1.215
C 2.89871 2.09905 -0.81394 -1.5 -1.2 -0.6 -0.664
O 2.79732 3.32917 -0.81031 0.4 -0.2 0.0 -0.740
O 1.89707 1.24657 -0.79313 2.9 1.1 -0.3 0.606
H 8.06659 -1.36639 -0.03306 0.1 0.1 -0.3 0.362
H 8.75826 -0.27208 -1.26580 -0.1 -0.2 0.0 0.295
H 7.79307 -1.69762 -1.76925 0.2 0.3 0.3 0.365
H 6.60351 0.17229 1.18412 0.1 0.0 -0.3 0.346
H 5.44338 1.83159 2.22308 -0.3 0.0 0.1 0.549
H 3.89556 0.89816 2.16958 0.4 0.5 -0.3 0.163
H 3.96787 2.58444 1.55584 0.0 -0.2 0.1 0.327
H 3.15824 0.94523 -3.60014 0.4 0.2 0.1 -0.022
H 4.83755 0.99738 -4.25069 -0.4 0.1 0.0 0.408
H 4.09415 2.46375 -3.56718 0.0 -0.3 0.1 0.223
H 6.32669 -0.12154 -3.10255 0.2 -0.1 0.0 0.302
```
Forces are in eV/Å.

The HOMO-LUMO gap is 4.59 eV. The value obtained for the maximum force is 3.6 eV Å⁻¹. Its charge is -1. As for the HOMO energy: -2.64 eV. The total energy comes out at -153298.8172 eV.


ORCA calculation (ωB97M-V with the def2-TZVPD basis set) on a structure of composition C27H37NNiO5SSi.

Geometry as XYZ:
```
73
Properties=species:S:1:pos:R:3:forces:R:3:mulliken_spin:R:1
Ni 14.55325 9.56054 8.72562 -0.4 0.2 -0.3 1.847
C 17.19825 7.98666 7.45843 -0.8 0.3 -0.6 -0.008
C 17.63435 9.30595 8.00977 0.1 0.3 0.7 0.013
O 16.67484 10.31764 7.76935 0.1 0.2 -0.7 -0.003
C 16.68258 10.86146 6.44946 0.3 0.5 0.1 0.001
C 15.69519 10.14680 5.53647 0.5 0.6 0.0 0.004
O 14.59565 9.76757 6.29845 -0.4 0.0 -0.3 0.017
C 13.56573 9.21114 5.52531 -1.0 0.6 0.4 0.000
C 12.56058 8.62190 6.47929 -0.9 -1.5 -0.2 0.003
O 13.12082 7.95168 7.58550 0.7 0.4 1.1 0.023
C 13.77148 6.74312 7.29904 -0.9 -0.7 0.2 0.006
C 15.21432 6.85838 6.94935 0.3 0.3 -1.5 0.000
O 15.79321 7.85008 7.75182 1.1 -0.3 0.0 -0.003
H 17.71816 7.16285 7.93587 0.4 -0.2 -0.2 0.002
H 17.34696 8.03432 6.35774 -0.1 -0.6 0.5 0.000
H 18.62492 9.61171 7.63643 -0.2 -0.2 0.1 0.000
H 17.65157 9.24234 9.08748 0.4 -0.1 0.4 -0.007
H 17.68487 10.73718 5.99921 -0.2 0.3 0.2 0.000
H 16.47515 11.93449 6.57288 -0.1 -0.4 -0.1 0.000
H 16.21378 9.26027 5.17024 -0.2 -0.2 -0.5 -0.001
H 15.39168 10.81396 4.70072 0.3 -0.4 0.3 0.002
H 13.89724 8.51217 4.78424 0.7 -0.7 -0.3 0.000
H 13.02176 9.98392 4.98026 0.1 0.3 -0.2 0.000
H 11.88473 7.87122 5.98525 0.5 0.8 0.0 0.001
H 11.96506 9.39209 6.91707 -0.4 0.6 0.2 -0.002
H 13.17900 6.26824 6.51951 0.3 -0.4 -0.3 -0.002
H 13.73410 6.07457 8.16969 -0.4 0.6 -0.1 0.000
H 15.43661 7.04908 5.86186 -0.3 0.2 0.8 -0.001
H 15.61489 5.87870 7.13609 0.7 -0.6 0.3 0.001
C 6.95729 14.13437 6.86816 1.8 -0.5 0.1 0.000
C 6.46847 14.96678 8.00963 0.0 0.9 0.9 0.000
O 5.44638 15.60352 8.01402 0.1 -0.4 -0.3 0.000
S 7.46766 15.14562 9.53980 -0.2 0.2 -0.9 0.000
C 8.95547 14.25318 9.17444 -1.2 -0.1 0.4 -0.001
C 10.05848 14.81868 8.56629 0.0 0.3 0.1 0.001
C 11.18734 14.06595 8.39281 0.7 -1.5 -0.2 -0.003
C 11.20238 12.69844 8.75436 0.3 0.2 0.3 -0.002
C 10.06763 12.16377 9.38286 0.1 -0.1 -0.8 -0.002
C 8.94316 12.92945 9.58072 1.0 0.3 -0.1 0.002
C 12.38208 11.87409 8.58789 -0.9 0.5 0.0 -0.003
C 13.29700 11.08131 8.54049 0.5 -0.5 0.2 0.026
H 6.18120 14.02389 6.13496 -0.4 -0.2 -0.2 0.000
H 7.37039 13.15614 7.22624 -0.6 0.7 -0.3 0.000
H 7.83357 14.61566 6.35850 -0.7 -0.2 0.6 0.000
H 10.06088 15.85141 8.26765 -0.2 0.3 0.0 0.000
H 12.09952 14.43869 7.94773 -0.1 0.3 0.0 0.000
H 9.99162 11.12191 9.61713 0.4 -0.4 0.3 0.000
H 8.11361 12.51312 10.10584 -0.6 -0.1 0.1 0.000
C 13.33181 6.52180 10.65197 0.6 -0.1 0.6 -0.001
Si 14.72297 7.61365 11.40158 -0.1 -0.2 -0.9 0.017
C 16.32240 6.63480 11.06195 -0.5 0.4 -0.6 -0.001
C 14.58203 7.45861 13.25793 -1.4 0.3 -0.6 0.002
N 14.73723 9.20734 10.65000 0.6 -0.6 0.8 0.073
C 15.51346 10.14636 11.36690 0.7 1.2 -0.3 -0.062
C 15.27989 10.55547 12.68895 -0.3 -0.4 0.6 0.014
C 16.15557 11.35719 13.41468 -0.3 -0.3 -0.5 -0.004
C 17.30371 11.85691 12.83968 1.1 0.6 0.9 0.009
C 17.52502 11.63175 11.49974 -1.2 -0.6 -0.5 -0.004
C 16.60766 10.84962 10.77873 0.0 -0.4 0.9 0.043
H 13.77360 5.73556 10.02416 -0.1 0.3 0.0 0.001
H 12.60581 7.11766 10.10887 -0.2 -0.1 -0.2 0.000
H 12.83857 5.96319 11.46249 0.0 0.3 -0.1 0.000
H 16.25876 5.61311 11.38126 -0.3 -0.7 0.3 0.000
H 17.15225 7.03893 11.61286 0.6 0.5 0.0 0.000
H 16.52504 6.59056 9.98598 0.2 0.2 0.1 0.001
H 14.68681 6.41233 13.44752 0.5 -0.9 0.2 0.000
H 13.57056 7.66138 13.63092 0.2 0.4 0.0 0.000
H 15.30897 8.03801 13.76992 0.6 0.4 0.7 0.000
H 14.41495 10.20714 13.24042 -0.1 -0.2 -0.3 0.001
H 15.90660 11.56970 14.43587 0.0 0.1 0.4 0.000
H 18.06262 12.39753 13.44366 -0.7 -0.3 -0.5 0.000
H 18.36206 12.07884 10.99401 0.2 0.0 -0.2 0.000
H 16.77705 10.71371 9.74474 0.1 0.1 -0.6 0.003
```
Forces are in eV/Å.

The expectation value of S² is 2.005. Its spin multiplicity is 3. The HOMO-LUMO gap (alpha / beta) is 7.22 / 7.21 eV. The value obtained for the maximum force is 1.9 eV Å⁻¹. As for the HOMO energy (alpha / beta): -7.08 / -7.08 eV. The total energy comes out at -100079.4492 eV.


ORCA calculation (ωB97M-V with the def2-TZVPD basis set) on a cluster of 4 separate species, C4H15NO3 in total.

Geometry as XYZ:
```
23
Properties=species:S:1:pos:R:3:forces:R:3:mulliken_charge:R:1
C -0.01603 -1.19026 -0.02727 -0.2 0.5 -0.2 -1.066
C 1.32017 -0.64985 -0.45277 0.6 -0.9 0.3 0.981
C 2.37119 -1.68575 -0.78123 0.3 0.8 0.4 -1.414
C 1.52527 0.64757 -0.65321 -0.7 0.2 0.7 -0.473
N 0.47062 1.58369 -0.59694 -0.3 0.7 0.0 -0.528
H -0.00179 -2.22813 0.30556 0.2 -0.1 -0.4 0.373
H -0.45215 -0.65264 0.80964 0.1 0.3 0.0 0.135
H -0.72051 -1.04073 -0.85107 -0.2 -0.4 0.1 0.239
H 2.12912 -2.09152 -1.76468 0.3 -0.4 0.1 0.269
H 3.37019 -1.24094 -0.78397 -0.1 0.1 -0.4 0.370
H 2.45453 -2.45954 -0.02153 -0.4 -0.3 -0.1 0.349
H 2.49822 1.08877 -0.81283 0.1 -0.2 -0.4 0.310
H 0.73535 2.51571 -0.31030 0.4 0.0 -0.2 0.235
H -0.30441 1.36785 0.01767 0.1 -0.6 0.1 0.250
O -2.71161 -0.41578 1.11782 -0.8 -0.7 -0.2 -0.624
H -3.29356 -0.58237 0.35776 0.3 0.5 0.0 0.314
H -2.67249 -1.31642 1.46665 0.3 0.2 0.3 0.310
O -2.19267 1.00623 -1.93831 -0.1 -0.1 -0.1 -0.685
H -1.24175 1.18550 -1.86623 0.0 0.1 0.1 0.374
H -2.59947 1.56032 -1.26608 0.1 0.1 0.0 0.295
O -0.12628 1.81564 2.40254 -0.2 -0.4 0.5 -0.625
H -0.77238 1.85633 3.12036 0.0 0.3 -0.2 0.311
H 0.23042 0.92633 2.52840 0.2 0.1 -0.3 0.300
```
Forces are in eV/Å.

The HOMO-LUMO gap is 8.29 eV. The value obtained for the maximum force is 1.1 eV Å⁻¹. As for the HOMO energy: -7.81 eV. The total energy comes out at -12023.3904 eV.